Density functional theory data (ωB97M-V/def2-TZVPD) for C16H19BN6SSn as an isolated structure at a distorted geometry.

Structure (XYZ):
```
44
Properties=species:S:1:pos:R:3
C 2.81623 -0.19410 -0.31207
N 1.56926 -0.21145 -0.85370
N 1.63326 -0.04389 -2.20297
C 2.92947 0.02206 -2.54612
C 3.69262 -0.05504 -1.37462
B 0.33771 0.12899 -3.07459
N -0.68824 -0.99218 -2.72014
N -1.24015 -1.18693 -1.47613
C -2.10282 -2.24404 -1.56184
C -2.06843 -2.70731 -2.85961
C -1.16899 -1.91825 -3.55916
Sn -0.06780 -0.84324 0.36922
N -0.37145 1.50210 -2.76365
N -0.92398 1.66140 -1.53308
C -1.44315 2.88972 -1.46157
C -1.24788 3.53974 -2.70603
C -0.55559 2.62177 -3.51221
H -1.90019 3.26002 -0.55124
H -0.20504 2.66119 -4.53304
H -1.55313 4.52831 -2.96561
H 0.63502 0.09975 -4.24017
H -0.81220 -1.90153 -4.57806
H 3.19553 0.10094 -3.59269
H -2.62124 -3.53189 -3.27904
H 4.75460 -0.00765 -1.29074
H -2.68118 -2.60892 -0.71870
H 2.96696 -0.23957 0.76838
H -1.97473 -0.40177 1.00674
C -1.72079 -1.39631 1.57148
H -2.45159 -2.12912 1.18771
H -0.66070 -1.98221 1.49520
H -1.70048 -1.06879 2.61865
S -0.37149 1.40253 1.54297
C 0.20030 0.82846 3.10535
C 1.39869 0.10644 3.25905
C 1.60403 -0.62980 4.42450
C 0.71806 -0.51946 5.49543
C -0.35771 0.36916 5.41306
C -0.59880 1.08103 4.24146
H 2.13375 0.09182 2.45343
H 2.46264 -1.29380 4.49296
H 0.87540 -1.10294 6.40447
H -1.02418 0.50927 6.26036
H -1.41157 1.80549 4.15636
```

For the energy above the lowest of the compared OMol25 structures with the same formula, charge and spin, the calculation gives 386.94 kJ/mol. For the total energy, the calculation gives -43164.1042 eV. For the gap between HOMO and LUMO (alpha / beta), the calculation gives 3.7 / 3.8 eV. For the HOMO energy (alpha / beta), the calculation gives -14.12 / -14.13 eV. As for the total charge: +2.

Mulliken charges, unit e, in atom order: C 0.176; N 0.033; N 0.007; C 0.106; C -1.288; B -0.115; N 0.130; N -0.159; C 0.090; C -1.195; C 0.000; Sn 0.833; N 0.074; N -0.106; C -0.073; C -1.048; C -0.147; H 0.416; H 0.459; H 0.422; H -0.033; H 0.478; H 0.503; H 0.440; H 0.433; H 0.379; H 0.456; H 0.587; C -1.029; H 0.353; H 0.328; H 0.364; S -0.054; C 0.398; C -0.589; C -0.260; C -0.587; C -0.288; C -0.749; H 0.567; H 0.446; H 0.425; H 0.418; H 0.400